Density functional theory data (wB97M-V/def2-TZVPD) for 11 unconnected molecules or ions with the total composition C19H62N16O11 at a distorted geometry.

Element x y z (Å)
C (-0.4822, -0.4620, 5.4710)
O (0.6436, -1.1762, 4.9879)
C (0.4338, -2.0299, 3.8953)
C (1.7222, -2.2571, 3.1278)
C (1.5014, -3.2862, 1.9747)
N (2.7900, -2.8018, 3.9572)
H (-0.1250, 0.5210, 5.7651)
H (-0.9329, -1.0911, 6.2430)
H (-1.2990, -0.2980, 4.7562)
H (-0.0392, -2.9756, 4.2016)
H (-0.2515, -1.5059, 3.2138)
H (1.9374, -1.3205, 2.6107)
H (2.3754, -3.6081, 1.4158)
H (0.8527, -2.8087, 1.2343)
H (0.9918, -4.1017, 2.4958)
H (3.5858, -3.0934, 3.4077)
H (2.4585, -3.6336, 4.4332)
C (-1.0427, -1.7342, -3.9197)
O (-1.8812, -0.6949, -4.3772)
C (-1.9995, -0.6497, -5.7969)
C (-2.9722, 0.4457, -6.2321)
C (-3.0275, 0.5423, -7.7460)
N (-2.7572, 1.7502, -5.6390)
H (-0.0174, -1.7377, -4.2998)
H (-1.4996, -2.6784, -4.2420)
H (-1.0263, -1.7144, -2.8340)
H (-1.0225, -0.5815, -6.2870)
H (-2.4501, -1.6152, -6.0623)
H (-3.9384, 0.0796, -5.8665)
H (-3.3271, -0.3909, -8.2215)
H (-2.0454, 0.7488, -8.1945)
H (-3.5713, 1.4215, -8.0912)
H (-1.9954, 2.2237, -6.1165)
H (-2.4482, 1.6341, -4.6781)
N (2.1153, 2.4291, 5.3600)
C (1.4927, 3.1372, 4.3762)
N (1.6525, 2.6675, 3.1184)
O (0.8207, 4.1479, 4.6334)
H (2.6954, 1.6380, 5.0877)
H (2.0232, 2.7362, 6.3064)
H (1.1048, 3.1392, 2.4066)
H (2.2861, 1.9072, 2.9541)
N (-0.4004, 1.0442, 0.2782)
C (0.5802, 0.2161, -0.1345)
N (0.1379, -1.0039, -0.5483)
O (1.7813, 0.5462, -0.2113)
H (-1.3409, 0.6989, 0.3568)
H (-0.1940, 2.0429, 0.3626)
H (0.8164, -1.7435, -0.7005)
H (-0.8475, -1.1563, -0.4159)
N (0.9388, 5.4184, -0.6602)
C (1.0857, 4.1472, -0.2610)
N (1.8861, 3.3699, -1.0087)
O (0.4940, 3.7108, 0.7552)
H (0.5513, 6.0977, -0.0279)
H (1.2484, 5.7281, -1.5607)
H (2.3431, 3.7306, -1.8248)
H (2.0024, 2.3834, -0.8034)
N (-1.7393, 4.7999, 2.1515)
C (-2.4145, 5.8199, 1.5699)
N (-3.3288, 6.3987, 2.4128)
O (-2.2311, 6.2300, 0.4232)
H (-0.9211, 4.4463, 1.6622)
H (-1.8583, 4.5151, 3.1026)
H (-3.3269, 6.1238, 3.3744)
H (-3.9050, 7.1771, 2.1583)
N (2.2454, -4.6966, -3.1348)
C (1.3461, -4.1478, -2.2790)
N (0.0583, -4.4174, -2.5944)
O (1.6805, -3.4320, -1.3361)
H (3.2321, -4.6560, -2.9480)
H (2.0163, -5.3634, -3.8486)
H (-0.2369, -5.0449, -3.3189)
H (-0.6907, -4.1398, -1.9834)
N (3.8372, -0.0248, -2.0932)
C (3.5323, -0.4392, -3.3300)
N (2.2360, -0.3281, -3.7093)
O (4.3800, -0.8280, -4.1517)
H (4.8247, 0.0387, -1.9154)
H (3.1779, 0.0057, -1.3220)
H (1.4997, -0.1894, -3.0345)
H (1.9941, -0.8074, -4.5580)
N (5.7046, 0.6063, 3.2675)
C (4.3990, 0.3889, 3.0289)
N (4.0918, 0.2611, 1.7158)
O (3.5896, 0.3729, 3.9687)
H (6.3866, 0.5072, 2.5401)
H (6.0145, 0.9091, 4.1717)
H (4.7658, 0.0956, 0.9947)
H (3.1336, 0.1575, 1.4169)
C (-3.4343, 1.1988, 2.1631)
C (-3.9643, 0.1193, 1.2108)
O (-3.0905, -0.0850, 0.1225)
H (-4.1546, 1.3407, 2.9677)
H (-3.3985, 2.1350, 1.6042)
H (-2.4563, 0.9332, 2.5598)
H (-4.9894, 0.3672, 0.9130)
H (-4.1922, -0.7868, 1.7889)
H (-3.4190, -0.7366, -0.5096)
C (-2.0453, -3.7709, 0.9981)
C (-3.2650, -3.8251, 0.1071)
O (-3.1598, -2.7729, -0.8857)
H (-1.9852, -2.7705, 1.4304)
H (-1.1688, -3.9551, 0.3769)
H (-2.0111, -4.4849, 1.8185)
H (-4.2089, -3.5821, 0.6000)
H (-3.3556, -4.7917, -0.3948)
H (-3.6087, -3.0248, -1.6978)

Atoms 1-3, force components in eV/Å:
-0.032 -0.774 -0.246
0.240 0.296 -0.218
-0.294 0.592 -0.150

Properties
- SMILES: COC[C@H](C)N.COC[C@H](C)N.NC(N)=O.NC(N)=O.NC(N)=O.NC(N)=O.NC(N)=O.NC(N)=O.NC(N)=O.CCO.CCO
- Energy: -67079.5261 eV
- Frontier orbital gap: 8.301 eV